No. 1
19
Properties=species:S:1:pos:R:3:nbo_charge:R:1 method="wB97M-V/def2-TZVPD" e_tot_ha=-310.896235 orbital_gap_ev=8.77 e_homo_ha=-0.30289 lumo_energy_ev=0.53 relative_energy_kcal_mol=102.3
C 2.297 -0.411 -0.619 -0.244
O 0.913 -0.630 -0.544 -0.566
C 0.314 -0.112 0.637 -0.091
C 0.079 1.409 0.520 -0.403
C -1.226 1.488 -0.276 -0.592
C -1.040 -0.667 0.950 0.143
C -1.544 -1.689 0.010 -0.780
H 2.815 -0.810 0.268 0.163
H 2.553 0.655 -0.715 0.163
H 2.662 -0.936 -1.505 0.195
H 0.946 -0.368 1.505 0.210
H -0.076 1.841 1.513 0.219
H 0.928 1.933 0.053 0.208
H -1.085 1.113 -1.297 0.213
H -1.719 2.464 -0.293 0.218
H -1.903 0.821 0.265 0.220
H -2.632 -1.821 0.046 0.228
H -1.170 -1.697 -1.022 0.218
H -1.113 -2.583 0.503 0.279

=====

No. 2
19
Properties=species:S:1:pos:R:3:nbo_charge:R:1 method="wB97M-V/def2-TZVPD" e_tot_ha=-310.959363 orbital_gap_ev=9.33 e_homo_ha=-0.30898 lumo_energy_ev=0.92 relative_energy_kcal_mol=62.7
C -1.535 -1.055 -1.177 -0.609
C -0.613 -0.899 0.023 -0.397
C 0.095 0.464 0.063 -0.208
C -0.863 1.620 0.331 -0.604
C 1.241 0.407 1.099 -0.567
C 2.508 0.222 0.309 0.270
O 2.469 -0.986 -0.237 -0.671
H -0.967 -0.809 -2.081 0.202
H -2.397 -0.383 -1.117 0.202
H -1.911 -2.079 -1.278 0.212
H 0.148 -1.687 0.000 0.215
H -1.165 -1.030 0.966 0.194
H -1.635 1.699 -0.444 0.210
H -1.354 1.478 1.301 0.202
H -0.316 2.569 0.365 0.213
H 1.072 -0.427 1.795 0.222
H 1.333 1.344 1.655 0.217
H 0.586 0.650 -0.902 0.195
H 3.290 -1.074 -0.742 0.501

=====

No. 3
19
Properties=species:S:1:pos:R:3:nbo_charge:R:1 method="wB97M-V/def2-TZVPD" e_tot_ha=-310.868104 orbital_gap_ev=7.63 e_homo_ha=-0.24329 lumo_energy_ev=1.01 relative_energy_kcal_mol=120.0
C -0.583 1.015 -2.307 -0.622
C -1.032 1.241 -0.889 -0.538
C -0.203 0.861 0.193 0.255
C -0.578 -1.267 0.635 -0.729
C 0.578 -1.181 1.608 -0.449
C 1.665 -0.269 1.002 -0.073
O 1.089 0.587 0.004 -0.494
H 0.187 1.725 -2.639 0.208
H -0.159 0.009 -2.426 0.210
H -1.431 1.095 -2.996 0.215
H -1.835 1.936 -0.664 0.227
H -1.159 -0.003 -0.254 0.417
H -0.528 1.136 1.199 0.197
H -1.511 -1.585 1.115 0.203
H -0.353 -1.914 -0.224 0.194
H 1.036 -2.147 1.863 0.210
H 0.229 -0.751 2.556 0.195
H 2.159 0.352 1.757 0.182
H 2.429 -0.840 0.468 0.192